Density functional theory data (wB97M-V/def2-TZVPD) for a molecular structure, C50H51BHfN6O5P2S2.

As for the LUMO energy: 0.374 eV. The value obtained for the electronic energy is -4192.830449 hartree. The value obtained for the frontier orbital gap is 7.7609 eV.

Last column: Löwdin charge in e.
Atoms and positions in Å:
Hf  -0.097  -0.348  -0.781  1.386
O  3.297  -2.845  -1.362  0.073
C  2.406  -2.345  -0.714  -0.709
O  1.778  -1.250  -1.090  -0.314
C  1.988  -2.926  0.642  -0.290
P  1.201  -1.588  1.595  1.071
C  0.317  -2.326  3.001  -0.355
C  0.325  -3.690  3.278  -0.065
C  -0.411  -4.193  4.344  -0.074
C  -1.147  -3.336  5.149  -0.088
C  -1.163  -1.974  4.877  -0.086
C  -0.448  -1.476  3.800  -0.149
C  2.687  -0.872  2.409  -0.307
C  3.959  -1.051  1.861  -0.083
C  5.084  -0.565  2.507  -0.076
C  4.966  0.116  3.709  -0.085
C  3.708  0.318  4.252  -0.078
C  2.581  -0.168  3.606  -0.081
H  2.866  -3.348  1.130  0.101
H  1.281  -3.729  0.440  0.025
H  0.904  -4.366  2.663  0.103
H  -0.401  -5.256  4.548  0.106
H  -1.713  -3.728  5.984  0.105
H  -1.743  -1.302  5.498  0.109
H  -0.490  -0.416  3.568  0.083
H  4.102  -1.572  0.924  0.099
H  6.059  -0.727  2.065  0.107
H  5.848  0.490  4.213  0.103
H  3.594  0.859  5.183  0.107
H  1.615  0.000  4.061  0.094
C  -3.098  -2.220  2.136  -0.020
N  -3.432  -2.943  0.933  -0.108
C  -3.822  -4.262  0.862  -0.041
C  -4.053  -4.520  -0.445  -0.055
N  -3.804  -3.374  -1.158  -0.024
B  -3.842  -3.271  -2.695  -0.448
N  -2.369  -3.366  -3.265  0.027
C  -2.236  -3.490  -4.628  -0.061
C  -0.923  -3.585  -4.923  -0.042
N  -0.252  -3.520  -3.728  -0.121
C  1.189  -3.528  -3.589  -0.024
C  -1.146  -3.373  -2.721  -0.632
S  -0.639  -3.266  -1.058  0.707
C  -3.403  -2.422  -0.307  -0.747
S  -2.947  -0.816  -0.722  0.626
H  -2.937  -2.933  2.943  0.090
H  -3.897  -1.529  2.399  0.089
H  -2.185  -1.654  1.969  0.052
H  -3.907  -4.875  1.741  0.118
H  -4.375  -5.420  -0.936  0.120
H  -4.442  -4.235  -3.110  0.074
H  -4.327  -2.233  -3.055  0.068
H  -3.100  -3.500  -5.269  0.122
H  -0.408  -3.680  -5.861  0.119
H  1.618  -3.776  -4.558  0.096
H  1.495  -4.265  -2.852  0.086
H  1.537  -2.548  -3.274  0.061
C  -5.558  1.447  3.102  -0.080
C  -4.422  0.849  3.631  -0.088
C  -3.226  0.900  2.933  -0.139
C  -3.143  1.554  1.704  -0.368
C  -4.284  2.153  1.186  -0.071
C  -5.485  2.096  1.881  -0.068
P  -1.539  1.556  0.847  1.002
C  -1.684  2.847  -0.440  -0.349
C  -2.425  2.573  -1.589  -0.135
C  -2.496  3.501  -2.618  -0.069
C  -1.826  4.710  -2.509  -0.093
C  -1.080  4.987  -1.371  -0.081
C  -1.005  4.061  -0.342  -0.062
C  -0.389  2.262  2.033  -0.348
C  -0.730  3.013  3.127  -0.079
C  0.276  3.643  3.888  -0.074
C  1.578  3.563  3.481  -0.034
C  1.950  2.823  2.332  -0.185
C  3.287  2.816  1.872  -0.047
C  3.589  2.109  0.748  -0.080
C  2.598  1.344  0.092  -0.157
C  1.277  1.266  0.484  -0.226
C  0.965  2.090  1.620  -0.231
H  -6.496  1.406  3.642  0.103
H  -4.466  0.340  4.586  0.106
H  -2.347  0.425  3.351  0.078
H  -4.247  2.669  0.236  0.099
H  -6.366  2.564  1.460  0.106
H  -2.941  1.626  -1.701  0.047
H  -3.064  3.263  -3.508  0.112
H  -1.880  5.434  -3.313  0.103
H  -0.553  5.929  -1.280  0.103
H  -0.416  4.287  0.537  0.106
H  -1.770  3.152  3.395  0.105
H  0.008  4.222  4.762  0.101
H  2.357  4.084  4.027  0.112
H  4.040  3.375  2.416  0.112
H  4.604  2.096  0.367  0.108
H  2.941  0.752  -0.750  0.079
O  -1.320  0.258  -4.457  -0.001
N  -1.266  0.127  -3.269  -0.215
O  -0.404  -0.784  -2.860  -0.352
O  0.634  1.342  -2.027  -0.130
C  1.414  1.485  -2.992  -0.439
C  1.372  2.761  -3.789  -0.061
C  2.700  3.560  -3.839  -0.159
C  3.895  2.874  -3.179  -0.194
C  4.398  1.636  -3.923  -0.168
C  3.263  0.727  -4.389  -0.146
N  2.259  0.531  -3.356  0.127
H  0.571  3.353  -3.354  0.106
H  1.051  2.484  -4.797  0.128
H  2.538  4.518  -3.344  0.109
H  2.939  3.792  -4.880  0.113
H  3.624  2.602  -2.155  0.092
H  4.715  3.590  -3.088  0.114
H  5.074  1.074  -3.274  0.113
H  4.978  1.929  -4.803  0.113
H  2.775  1.140  -5.274  0.122
H  3.637  -0.256  -4.670  0.127
H  2.275  -0.308  -2.781  0.114


Density functional theory data (wB97M-V/def2-TZVPD) for a molecular structure, C33H28ClI2O22P2S in a non-equilibrium geometry.

As for the LUMO energy: -4.289 eV. Its charge is +1. The value obtained for the electronic energy is -5065.824317 hartree. The value obtained for the frontier orbital gap is 6.8456 eV.

Last column: Löwdin charge in e.
Atoms and positions in Å:
C  3.564  -2.052  0.380  -0.227
C  3.178  -0.624  0.002  -0.846
I  5.028  0.503  -0.273  0.929
C  2.439  -0.422  -1.350  -1.092
I  2.627  -2.022  -2.762  0.975
S  0.625  -0.038  -1.224  0.567
P  0.315  1.406  0.380  0.617
O  -0.289  0.741  1.553  -0.423
P  -0.317  -1.959  -0.642  0.422
O  -1.626  -1.450  0.174  -0.373
Cl  -1.105  -2.515  -2.458  0.342
H  4.369  -2.375  -0.275  0.038
H  3.981  -2.043  1.387  0.083
H  2.722  -2.742  0.358  0.060
H  2.671  -0.118  0.820  0.038
H  2.840  0.472  -1.817  -0.022
H  1.597  1.972  0.551  0.025
H  -0.525  2.392  -0.191  0.004
H  -2.167  -2.243  0.332  0.077
C  -4.937  5.899  0.008  0.086
C  -3.671  5.579  -0.283  -0.233
C  -3.097  4.237  0.062  -0.303
O  -1.935  4.007  -0.252  0.039
C  -3.936  3.279  0.752  0.072
C  -5.205  3.598  1.049  -0.228
C  -5.793  4.932  0.682  -0.306
O  -6.953  5.143  0.966  0.132
O  -6.020  2.768  1.679  0.134
O  -2.842  6.423  -0.897  0.120
H  -5.362  6.862  -0.238  0.142
H  -3.504  2.322  1.012  0.132
H  -6.872  3.240  1.766  0.129
H  -1.994  5.953  -0.992  0.116
C  -1.096  -4.779  -6.845  0.075
C  -0.676  -4.672  -8.114  -0.234
C  -0.387  -3.338  -8.739  -0.310
O  0.009  -3.314  -9.886  0.127
C  -0.601  -2.142  -7.936  0.082
C  -1.025  -2.249  -6.671  -0.229
C  -1.287  -3.588  -6.037  -0.308
O  -1.646  -3.643  -4.870  -0.015
O  -1.239  -1.171  -5.912  0.088
O  -0.486  -5.725  -8.896  0.129
H  -1.302  -5.735  -6.384  0.138
H  -0.407  -1.186  -8.401  0.139
H  -1.560  -1.479  -5.045  0.054
H  -0.182  -5.373  -9.755  0.127
C  1.811  -1.222  6.452  0.078
C  0.950  -1.474  7.447  -0.229
C  -0.529  -1.560  7.217  -0.313
O  -1.249  -1.812  8.162  0.122
C  -1.027  -1.335  5.867  0.079
C  -0.166  -1.078  4.876  -0.235
C  1.315  -1.017  5.106  -0.308
O  2.038  -0.796  4.141  0.078
O  -0.552  -0.862  3.622  0.073
O  1.343  -1.666  8.702  0.127
H  2.874  -1.160  6.606  0.135
H  -2.095  -1.384  5.710  0.137
H  0.260  -0.681  3.115  0.070
H  0.530  -1.831  9.216  0.124
C  -6.380  -1.509  -3.074  0.086
C  -5.126  -1.089  -2.882  -0.231
C  -4.239  -0.687  -4.022  -0.309
O  -3.109  -0.301  -3.760  0.048
C  -4.758  -0.784  -5.372  0.079
C  -6.014  -1.208  -5.572  -0.227
C  -6.915  -1.587  -4.429  -0.305
O  -8.046  -1.945  -4.683  0.132
O  -6.546  -1.320  -6.780  0.133
O  -4.570  -0.997  -1.669  0.091
H  -7.028  -1.799  -2.259  0.140
H  -4.101  -0.506  -6.185  0.136
H  -7.459  -1.641  -6.647  0.128
H  -3.666  -0.664  -1.822  0.086
C  7.977  1.936  6.819  0.077
C  9.153  2.522  6.556  -0.236
C  9.572  2.864  5.154  -0.311
O  10.643  3.411  4.991  0.120
C  8.671  2.517  4.062  0.078
C  7.500  1.929  4.328  -0.236
C  7.076  1.614  5.729  -0.321
O  5.986  1.095  5.881  0.102
O  6.632  1.585  3.370  0.077
O  10.022  2.842  7.506  0.124
H  7.663  1.688  7.823  0.138
H  8.988  2.752  3.056  0.136
H  5.867  1.180  3.825  0.113
H  10.782  3.252  7.050  0.124


Density functional theory data (wB97M-V/def2-TZVPD) for a molecular structure, C18H23N3O5S in a non-equilibrium geometry.

As for the LUMO energy: 0.318 eV. The value obtained for the electronic energy is -1637.754552 hartree. The value obtained for the frontier orbital gap is 8.7943 eV.

Last column: natural (NBO) charge in e.
Atoms and positions in Å:
C  -4.902  -1.598  -0.378  -0.264
H  -4.997  -1.359  -1.513  0.192
O  -3.529  -1.048  -0.080  -0.502
C  -3.391  0.185  -0.109  0.300
C  -4.326  0.998  -0.657  -0.281
C  -4.050  2.429  -0.450  -0.167
C  -2.829  2.777  0.088  -0.221
C  -1.846  1.977  0.229  -0.211
C  -2.221  0.639  0.260  0.087
N  -1.267  -0.465  0.739  -0.690
C  -0.124  -0.140  1.298  0.789
O  0.390  0.798  1.457  -0.561
C  0.644  -1.870  1.435  -0.317
C  2.137  -1.402  1.292  -0.282
N  2.259  -1.297  -0.288  -0.727
S  3.382  -0.259  -0.521  2.320
O  3.660  -0.561  -2.008  -0.990
O  4.571  -0.384  0.284  -0.922
C  2.781  1.430  -0.410  -0.443
C  2.905  2.301  0.744  0.358
O  2.050  3.276  0.375  -0.239
N  1.158  3.138  -0.434  -0.082
C  1.592  1.995  -1.030  0.094
C  0.840  1.314  -2.064  -0.690
H  0.412  2.201  -3.074  0.236
H  1.706  0.732  -2.847  0.269
H  0.155  0.387  -1.875  0.247
C  3.951  2.437  1.701  -0.680
H  3.310  2.119  2.793  0.226
H  4.651  1.419  1.668  0.298
H  4.449  3.339  1.703  0.246
C  1.859  -2.432  -1.100  -0.183
C  0.435  -2.652  -0.739  -0.377
C  0.108  -3.016  0.711  -0.460
H  0.649  -3.834  1.080  0.221
H  -0.887  -2.891  0.947  0.205
H  0.148  -3.581  -1.487  0.198
H  -0.179  -1.833  -0.876  0.213
H  2.465  -3.251  -0.689  0.195
H  1.992  -2.014  -1.913  0.233
H  2.775  -2.440  1.752  0.194
H  2.352  -0.529  2.002  0.267
H  0.399  -1.936  2.648  0.207
H  -1.774  -1.471  0.654  0.447
H  -0.950  2.317  0.607  0.249
H  -2.301  3.880  -0.094  0.209
H  -4.629  3.142  -0.793  0.198
H  -5.205  0.745  -0.802  0.187
H  -4.896  -2.589  -0.453  0.194
H  -5.881  -1.125  0.217  0.211


Density functional theory data (wB97M-V/def2-TZVPD) for a molecular structure, C20H33BrCl6LiN6O8PS in a non-equilibrium geometry.

As for the LUMO energy: -2.731 eV. The value obtained for the electronic energy is -7794.175291 hartree. The value obtained for the frontier orbital gap is 2.9712 eV.

Last column: Löwdin charge in e.
Atoms and positions in Å:
O  3.594  -0.531  7.897  -0.210
O  4.799  0.016  7.449  -0.167
C  4.505  1.236  6.802  -0.178
C  3.434  0.942  5.764  -0.136
C  3.734  0.506  4.415  -0.046
C  2.650  0.275  3.590  -0.321
P  2.955  -0.197  1.834  0.218
O  1.812  -1.325  1.513  -0.238
O  2.554  1.065  0.921  -0.248
S  4.726  -0.879  1.491  0.281
N  1.366  0.337  3.842  0.146
N  1.145  0.739  5.084  -0.019
C  -0.231  0.873  5.363  -0.177
C  -0.736  0.430  6.603  0.000
C  -2.101  0.664  6.741  -0.035
C  -2.778  1.288  5.648  -0.316
N  -2.276  1.669  4.454  -0.021
C  -0.990  1.468  4.299  -0.165
C  2.068  1.061  6.016  0.057
H  3.305  -1.304  7.209  -0.195
H  5.478  1.527  6.330  0.081
H  4.224  2.009  7.539  0.142
H  4.740  0.372  4.023  0.029
H  1.462  -1.616  2.374  0.076
H  1.825  0.784  0.331  0.003
H  -0.124  -0.019  7.389  0.123
H  -2.626  0.394  7.658  0.110
H  -3.830  1.503  5.817  -0.059
H  -0.444  1.771  3.321  -0.091
H  1.740  1.414  6.993  0.157
Cl  -0.531  1.335  1.483  -0.198
C  0.167  -0.280  -4.254  0.000
C  0.593  -0.773  -2.921  -0.397
O  0.851  -0.132  -1.960  0.179
N  0.635  -2.245  -2.650  0.092
C  1.969  -2.737  -2.170  0.038
H  0.075  0.800  -4.224  0.089
H  0.908  -0.556  -5.009  0.006
H  -0.804  -0.708  -4.511  0.095
H  0.279  -2.784  -3.438  0.182
H  0.012  -2.334  -1.837  0.146
H  2.687  -2.647  -2.982  0.100
H  1.845  -3.781  -1.893  0.108
H  2.270  -2.158  -1.302  0.097
C  -1.881  -2.785  1.324  0.070
N  -1.830  -3.436  -0.017  -0.431
O  -2.858  -3.537  -0.637  0.097
O  -0.733  -3.831  -0.412  -0.001
H  -2.905  -2.493  1.528  0.108
H  -1.530  -3.511  2.052  0.108
H  -1.229  -1.912  1.291  0.076
Br  -4.825  0.820  4.040  -0.139
Li  6.024  1.740  4.534  0.844
C  -2.193  3.861  -5.127  -0.056
C  -2.660  2.505  -5.631  -0.480
C  -4.159  2.334  -5.449  -0.051
O  -1.964  1.467  -4.924  -0.099
H  -2.400  3.969  -4.058  0.089
H  -1.114  3.968  -5.255  0.077
H  -2.690  4.672  -5.660  0.084
H  -2.404  2.397  -6.687  0.137
H  -4.432  2.393  -4.392  0.092
H  -4.480  1.354  -5.806  0.062
H  -4.711  3.101  -5.994  0.087
H  -2.183  1.552  -3.987  0.099
C  3.088  0.351  -7.327  -2.031
Cl  1.482  1.093  -7.329  0.548
Cl  4.306  1.577  -6.973  0.546
Cl  3.150  -0.916  -6.079  0.524
Cl  3.410  -0.370  -8.905  0.545
C  -4.338  -2.000  -5.290  -0.073
C  -5.674  -1.435  -5.412  -0.286
N  -6.724  -0.984  -5.507  0.139
H  -4.207  -2.500  -4.330  0.080
H  -4.145  -2.732  -6.074  0.082
H  -3.574  -1.224  -5.367  0.059
Cl  3.444  -2.963  6.815  -0.248


Density functional theory data (wB97M-V/def2-TZVPD) for 2 unconnected molecules or ions with the total composition CH4INO in a non-equilibrium geometry.

As for the LUMO energy (alpha / beta): -0.573 / -0.589 eV. The value obtained for the electronic energy is -467.968988 hartree. The value obtained for the frontier orbital gap (alpha / beta) is 8.1324 / 8.1080 eV.

Last column: natural (NBO) charge in e.
Atoms and positions in Å:
C  -0.144  0.554  -0.223  -0.277
N  1.934  -0.143  -0.413  -0.427
O  1.154  0.789  0.177  -0.398
I  3.837  -0.050  0.159  0.336
H  -0.575  1.563  0.225  0.218
H  -0.584  -0.263  0.295  0.181
H  -0.152  0.245  -1.337  0.207
H  1.324  -1.566  0.307  0.161